1.
Here is a cluster of 2 separate species, C4H8O2 in total from OMol25. Energies are from ωB97M-V/def2-TZVPD.

```
14
Properties=species:S:1:pos:R:3:mulliken_charge:R:1
O 1.913 1.315 -0.290 -0.4913
C 1.149 0.384 -0.372 -0.5798
C -0.181 0.346 0.324 0.4064
C -1.200 0.805 -0.740 -0.4661
O -1.834 -0.476 -0.762 -0.3916
C -0.993 -0.957 0.298 -0.4604
H 2.511 -0.384 1.121 0.0283
H 2.123 -1.006 1.242 0.0171
H 1.331 -0.469 -1.065 0.4559
H -0.147 0.901 1.263 0.4133
H -1.861 1.623 -0.439 0.2424
H -0.739 1.058 -1.706 0.2908
H -1.570 -1.154 1.210 0.2618
H -0.449 -1.871 0.020 0.2731
```

Summary:
energy above the lowest of the compared OMol25 structures with the same formula, charge and spin = 80.2 kcal per mole
SMILES string = O=CC1COC1.[H][H]
maximum force = 0.54 eV Å⁻¹
net charge = 0

***

2.
Here is a cluster of 5 separate species, C45H63BrN5O11 in total in a non-equilibrium geometry from OMol25. Energies are from ωB97M-V/def2-TZVPD.

```
125
Properties=species:S:1:pos:R:3:mulliken_charge:R:1
C -0.946 3.531 -7.068 -0.4007
O -0.165 2.311 -7.428 -0.2890
C 0.557 1.906 -6.212 -0.3071
C 1.219 0.373 -6.316 -0.1533
C 1.555 -0.054 -4.754 -0.1250
C 2.632 -1.280 -4.604 -0.8653
C 2.544 -1.767 -3.006 0.1891
C 1.108 -2.569 -2.750 -0.8039
C 0.018 -1.650 -1.882 0.0676
C -0.546 -2.400 -0.537 -0.9243
C 0.220 -1.896 0.851 -0.3213
C 1.707 -2.634 0.823 -0.5252
N 2.635 -2.180 1.929 0.6065
C 4.044 -1.972 1.379 -0.9322
C 4.227 -0.542 0.564 0.3808
C 4.973 0.628 1.446 -0.6288
C 3.980 1.446 2.473 -0.5713
C 2.779 2.287 1.701 0.1703
C 3.215 3.822 1.323 -0.6166
C 3.260 4.133 -0.299 -0.3560
O 1.955 4.628 -0.835 -0.3854
C 1.018 3.494 -1.032 0.1987
C 2.631 -3.167 3.079 -0.3159
C 1.575 -2.743 4.299 0.2870
O 1.795 -1.550 4.865 -0.4699
Br 0.034 -3.942 4.887 -0.0935
H -1.327 3.533 -5.961 0.0769
H -1.925 3.515 -7.748 0.2313
H -0.323 4.530 -7.207 0.2462
H 1.460 2.612 -5.921 0.2188
H -0.132 1.860 -5.238 0.1248
H 2.142 0.325 -7.034 0.2582
H 0.348 -0.363 -6.667 0.0885
H 2.041 0.913 -4.257 0.1414
H 0.524 -0.228 -4.228 -0.0061
H 3.734 -0.902 -4.801 0.3446
H 2.398 -2.231 -5.246 0.2587
H 3.487 -2.426 -2.771 0.3068
H 2.575 -0.762 -2.363 -0.3041
H 0.651 -2.953 -3.768 0.3897
H 1.378 -3.475 -2.022 0.3458
H -0.853 -1.360 -2.644 0.4240
H 0.499 -0.622 -1.552 -0.1692
H -0.387 -3.558 -0.651 0.3671
H -1.694 -2.137 -0.455 0.2946
H 0.441 -0.734 0.857 0.2135
H -0.398 -2.229 1.789 0.3035
H 2.207 -2.322 -0.195 -0.1810
H 1.550 -3.807 0.772 0.3385
H 2.307 -1.220 2.250 0.3265
H 4.886 -2.036 2.206 0.4188
H 4.270 -2.844 0.610 0.2792
H 4.949 -0.788 -0.354 0.3375
H 3.209 -0.175 0.063 -0.3772
H 5.819 0.084 2.089 0.3058
H 5.524 1.379 0.704 0.3117
H 3.492 0.735 3.286 0.0900
H 4.643 2.279 3.013 0.4027
H 1.889 2.370 2.487 0.3423
H 2.326 1.684 0.782 -0.3134
H 2.445 4.575 1.834 0.2668
H 4.301 4.043 1.764 0.3372
H 4.038 5.025 -0.438 0.2870
H 3.688 3.237 -0.935 0.2139
H 0.311 3.484 -0.073 0.1396
H 1.636 2.498 -1.148 -0.1979
H 0.348 3.614 -2.012 -0.0314
H 3.710 -3.293 3.571 0.3745
H 2.312 -4.267 2.764 0.3668
C -5.983 5.341 -4.540 -0.3910
C -4.923 6.233 -4.370 -0.5358
C -3.766 5.828 -3.702 -0.2090
C -3.679 4.518 -3.209 -0.0204
C -4.744 3.622 -3.372 -0.2408
C -5.897 4.040 -4.040 -0.4797
N -2.456 4.078 -2.528 1.0714
O -1.543 4.905 -2.388 -0.5745
O -2.404 2.903 -2.137 -0.5914
H -6.880 5.660 -5.067 0.3760
H -4.998 7.246 -4.762 0.3762
H -2.950 6.535 -3.578 0.4300
H -4.692 2.605 -2.991 0.4245
H -6.728 3.352 -4.174 0.3712
C -2.696 -2.306 8.053 -0.3691
C -3.775 -1.999 8.884 -0.1478
C -4.932 -2.778 8.846 -0.5752
C -4.998 -3.871 7.970 -0.0203
C -3.920 -4.177 7.129 -0.4673
C -2.768 -3.388 7.175 0.4012
N -6.202 -4.710 7.943 0.9604
O -7.142 -4.395 8.689 -0.5726
O -6.209 -5.686 7.180 -0.5847
H -1.794 -1.698 8.091 0.3937
H -3.711 -1.152 9.565 0.3437
H -5.764 -2.526 9.500 0.4394
H -3.959 -5.019 6.441 0.4260
H -1.925 -3.620 6.528 -0.2096
C 1.943 0.215 12.181 -0.3873
C 0.675 0.405 12.732 -0.4651
C -0.421 0.642 11.901 -0.3385
C -0.236 0.682 10.512 0.1199
C 1.038 0.498 9.956 -0.3210
C 2.127 0.265 10.798 -0.4486
N -1.388 0.905 9.631 0.9911
O -2.495 1.081 10.161 -0.5859
O -1.190 0.900 8.407 -0.5688
H 2.794 0.025 12.834 0.3692
H 0.541 0.366 13.811 0.3695
H -1.403 0.789 12.346 0.4298
H 1.197 0.531 8.880 0.4806
H 3.119 0.119 10.377 0.3594
C -2.661 -2.011 -11.496 -0.3751
C -2.060 -0.942 -10.830 -0.5647
C -1.024 -1.176 -9.923 -0.1855
C -0.593 -2.490 -9.694 0.0619
C -1.200 -3.566 -10.356 -0.3841
C -2.237 -3.320 -11.258 -0.4417
N 0.512 -2.740 -8.761 0.9526
O 1.010 -1.763 -8.181 -0.5832
O 0.887 -3.911 -8.610 -0.5949
H -3.465 -1.824 -12.207 0.3691
H -2.397 0.074 -11.020 0.3784
H -0.566 -0.332 -9.412 0.5348
H -0.879 -4.591 -10.183 0.4277
H -2.712 -4.148 -11.779 0.3671
```

Summary:
energy above the lowest of the compared OMol25 structures with the same formula, charge and spin = 256.1 kcal per mole
maximum force = 9.02 eV Å⁻¹
net charge = +1

***

3.
Here is a cluster of 21 separate species, C82H119Br2N15O5 in total in a non-equilibrium geometry from OMol25. Energies are from ωB97M-V/def2-TZVPD.

```
223
Properties=species:S:1:pos:R:3:mulliken_charge:R:1
C -4.524 -0.458 1.609 0.6687
C -4.679 -1.937 1.782 0.0121
C -5.064 -2.039 3.258 -0.6019
O -4.502 -0.850 3.917 -0.4855
C -3.810 -0.117 2.900 -0.0183
H -5.449 0.119 1.627 0.1321
H -3.928 -0.087 0.775 -0.7269
H -3.736 -2.431 1.546 -0.1058
H -5.408 -2.391 1.112 0.5781
H -4.684 -2.906 3.798 0.2574
H -6.147 -2.031 3.383 0.2872
H -2.773 -0.432 2.784 -0.0894
H -3.893 0.943 3.140 0.2713
C 4.007 2.734 4.874 0.9384
C 4.414 3.242 6.321 -0.5073
C 5.188 2.065 6.954 -0.5499
O 4.562 0.936 6.355 -0.4716
C 4.257 1.204 4.958 -0.1335
H 4.585 3.217 4.086 0.5149
H 2.943 2.872 4.685 -0.8146
H 3.510 3.584 6.823 0.1183
H 5.045 4.112 6.138 0.3180
H 5.005 1.944 8.022 0.3118
H 6.262 2.067 6.769 0.2846
H 3.456 0.556 4.602 -0.2837
H 5.114 0.765 4.448 0.3065
C -0.831 -2.907 5.026 0.8067
C -1.969 -2.272 5.711 0.2533
C -1.780 -2.658 7.221 -0.6483
O -0.468 -3.289 7.203 -0.5501
C 0.299 -3.067 6.036 0.4627
H -0.676 -2.329 4.115 -0.1230
H -1.197 -3.834 4.586 -0.3027
H -2.940 -2.557 5.305 -0.1864
H -1.887 -1.191 5.589 -0.0108
H -2.450 -3.469 7.508 0.3540
H -2.041 -1.803 7.844 0.3062
H 1.008 -3.891 5.954 0.2659
H 0.841 -2.130 6.168 -0.4930
C -4.149 -5.692 -0.718 1.3112
C -4.838 -5.403 -2.033 -0.1690
C -4.499 -6.685 -2.814 -0.5746
O -3.638 -7.499 -1.990 -0.4596
C -3.957 -7.191 -0.606 -0.7407
H -4.746 -5.488 0.171 0.3892
H -3.218 -5.126 -0.694 -1.0910
H -4.421 -4.564 -2.589 -0.1222
H -5.899 -5.353 -1.786 0.3736
H -4.082 -6.541 -3.811 0.3013
H -5.352 -7.293 -3.113 0.2550
H -3.218 -7.552 0.109 0.0947
H -4.906 -7.697 -0.427 0.4260
C 0.944 1.081 0.175 0.5863
C -0.285 0.549 -0.356 1.7594
C -0.723 -0.530 0.547 0.5095
O -0.328 -0.008 1.806 0.1123
C 0.778 0.919 1.651 0.2907
H 1.127 2.135 -0.035 -0.8032
H 1.772 0.418 -0.076 0.2304
H -0.151 0.283 -1.405 -0.8428
H -1.041 1.333 -0.310 -0.4407
H -0.161 -1.441 0.341 -0.5262
H -1.783 -0.748 0.417 -0.2703
H 1.730 0.486 1.958 -0.3038
H 0.599 1.868 2.155 -0.3805
Br 2.098 -0.418 -3.325 0.0450
C 3.910 0.291 -3.151 -0.3456
C 4.534 0.547 -4.562 -0.3561
Br 6.375 1.250 -4.441 -0.1870
H 4.489 -0.432 -2.577 0.5899
H 3.850 1.241 -2.621 -0.0865
H 3.974 1.285 -5.136 0.1953
H 4.541 -0.365 -5.159 0.2359
N 4.302 5.554 0.907 0.2578
C 4.170 5.447 -0.449 -1.0782
C 2.879 5.061 -0.775 -0.6036
C 2.246 4.894 0.441 0.9063
C 3.108 5.289 1.477 -1.8479
H 5.206 5.748 1.313 0.2609
H 5.071 5.568 -1.031 0.4161
H 2.475 4.952 -1.770 0.3912
H 1.345 4.312 0.569 0.4259
H 3.003 5.349 2.551 0.8030
N -3.837 3.593 -1.637 0.2720
C -4.517 4.643 -1.089 -0.1629
C -5.304 4.226 -0.052 -1.5136
C -5.068 2.834 0.003 0.0058
C -4.226 2.446 -1.034 -0.6106
H -3.143 3.645 -2.369 0.4567
H -4.352 5.556 -1.642 0.4178
H -5.914 4.843 0.590 0.4175
H -5.586 2.252 0.750 0.3114
H -3.847 1.470 -1.299 0.3334
N -1.395 5.688 -3.064 0.3996
C -0.725 4.613 -2.573 -0.9858
C -0.953 3.516 -3.426 0.9377
C -1.915 3.967 -4.387 -0.3698
C -2.088 5.320 -4.168 -1.2591
H -1.374 6.597 -2.623 0.2345
H -0.278 4.683 -1.592 0.3397
H -0.772 2.499 -3.111 -0.1672
H -2.451 3.405 -5.137 0.4044
H -2.692 6.074 -4.651 0.4655
N 1.129 8.234 6.308 0.0256
C 0.594 7.103 5.782 -1.1300
C 1.605 6.236 5.451 0.6154
C 2.810 6.815 5.861 -0.9142
C 2.508 8.087 6.366 -0.6462
H 0.638 9.079 6.564 0.2063
H -0.469 7.087 5.592 0.5373
H 1.546 5.323 4.876 0.5628
H 3.768 6.399 5.588 0.3768
H 3.162 8.913 6.606 0.3930
N 0.748 -0.973 -6.857 0.2840
C -0.377 -1.054 -7.645 -0.3490
C -1.009 0.201 -7.671 -1.2511
C -0.223 1.043 -6.921 -0.2961
C 0.837 0.297 -6.446 -0.8347
H 1.442 -1.682 -6.666 0.3841
H -0.672 -1.990 -8.097 0.6340
H -1.895 0.405 -8.255 0.4165
H -0.313 2.082 -6.640 0.6047
H 1.654 0.693 -5.861 0.4990
N -4.378 -0.403 -2.929 0.2115
C -3.717 -1.294 -2.195 -1.9680
C -2.352 -1.189 -2.513 0.7430
C -2.186 -0.193 -3.482 0.2200
C -3.453 0.233 -3.786 -1.7800
H -5.387 -0.349 -2.937 0.2552
H -4.196 -1.937 -1.471 0.7629
H -1.542 -1.684 -1.998 0.3362
H -1.274 0.144 -3.953 0.6395
H -3.864 0.892 -4.536 0.4930
N 1.160 -4.373 -6.066 0.1310
C 2.013 -3.364 -5.595 -1.7196
C 3.156 -3.407 -6.355 0.1002
C 2.959 -4.372 -7.334 -0.9787
C 1.668 -4.912 -7.219 -0.3516
H 0.234 -4.608 -5.738 1.3438
H 1.745 -2.904 -4.655 0.4840
H 4.050 -2.811 -6.240 0.4264
H 3.673 -4.578 -8.117 0.3964
H 1.036 -5.580 -7.785 0.4269
N 0.505 -6.212 -2.128 0.2341
C -0.568 -5.784 -1.414 -1.3732
C -0.627 -4.353 -1.346 0.7019
C 0.505 -3.928 -2.047 0.2956
C 1.164 -5.075 -2.566 -1.7678
H 0.938 -7.123 -2.188 0.2882
H -1.227 -6.520 -0.978 0.4777
H -1.370 -3.798 -0.794 0.1932
H 0.870 -2.939 -2.282 -0.0010
H 2.004 -5.131 -3.243 0.6366
N 1.290 1.971 6.906 0.2334
C 0.389 2.839 6.370 -1.5186
C -0.092 2.237 5.208 -0.0918
C 0.386 0.941 5.108 0.5508
C 1.280 0.808 6.145 -1.8777
H 1.801 2.135 7.761 0.2983
H 0.277 3.845 6.746 0.4683
H -0.753 2.701 4.492 0.9521
H 0.226 0.350 4.219 0.3181
H 1.921 -0.033 6.367 0.6217
N -1.361 -4.807 -4.402 0.5144
C -1.385 -5.923 -5.173 -0.1783
C -1.610 -5.502 -6.466 -1.6796
C -1.880 -4.098 -6.436 -0.4934
C -1.717 -3.719 -5.112 -0.7922
H -1.165 -4.794 -3.412 0.2459
H -1.284 -6.897 -4.715 0.5225
H -1.743 -6.139 -7.327 0.5730
H -2.152 -3.493 -7.289 0.7007
H -1.824 -2.729 -4.692 0.4921
N -2.650 4.778 1.525 0.2305
C -2.422 6.036 2.005 -0.7098
C -1.270 6.058 2.707 -1.7364
C -0.816 4.703 2.706 0.5074
C -1.681 3.975 1.985 -0.9566
H -3.483 4.461 1.049 0.3877
H -3.121 6.838 1.819 0.4283
H -0.878 6.957 3.159 0.5804
H 0.050 4.287 3.199 0.6960
H -1.647 2.916 1.777 0.5137
N 1.465 -4.324 1.660 0.1507
C 1.586 -4.533 3.001 -1.1633
C 2.318 -3.485 3.502 -0.1014
C 2.681 -2.627 2.474 -0.8005
C 2.095 -3.150 1.323 -0.7885
H 0.852 -4.826 1.034 0.3631
H 1.095 -5.416 3.382 0.3189
H 2.518 -3.359 4.556 0.6758
H 3.217 -1.695 2.581 0.6356
H 1.940 -2.798 0.313 0.7604
N -2.511 -7.695 2.930 0.1023
C -3.565 -6.846 3.087 -1.3833
C -3.102 -5.570 2.638 -0.3161
C -1.685 -5.638 2.540 0.7635
C -1.355 -6.966 2.845 -1.1234
H -2.535 -8.693 3.084 0.2164
H -4.515 -7.281 3.359 0.3873
H -3.797 -4.748 2.554 0.3844
H -0.979 -4.839 2.372 0.3871
H -0.423 -7.494 2.987 0.4356
N 1.495 4.958 -4.971 0.1856
C 2.123 5.990 -5.581 -0.6100
C 3.470 5.649 -5.633 -0.8738
C 3.663 4.491 -4.812 -0.6063
C 2.417 4.096 -4.419 -0.5613
H 0.496 5.011 -4.836 0.3272
H 1.583 6.804 -6.041 0.4290
H 4.196 6.122 -6.277 0.4145
H 4.664 4.160 -4.580 0.4459
H 1.990 3.353 -3.762 0.9357
N 5.189 2.424 -0.353 0.3673
C 5.042 1.401 0.610 -0.6983
C 6.047 0.497 0.367 -0.7457
C 6.827 0.979 -0.689 -0.7752
C 6.311 2.173 -1.112 -0.7111
H 4.536 3.177 -0.515 0.2380
H 4.165 1.406 1.240 0.8634
H 6.220 -0.459 0.838 0.4694
H 7.605 0.509 -1.274 0.3848
H 6.600 2.802 -1.941 0.6301
```

Summary:
E_tot = -9541.21715 Ha
maximum force = 3.51 eV Å⁻¹
net charge = 0

***

4.
Here is a structure of composition C7H4Cl2N2O6S4W in a non-equilibrium geometry from OMol25. Energies are from ωB97M-V/def2-TZVPD.

```
26
Properties=species:S:1:pos:R:3:mulliken_charge:R:1
W -1.458 0.287 -0.178 1.3461
O 2.890 3.773 -0.991 -0.4945
C 3.413 2.802 -0.337 0.5052
O 4.550 2.753 -0.037 -0.4736
C 2.496 1.633 0.091 0.3356
C 2.819 0.315 0.566 -0.4449
N 1.677 -0.291 0.794 0.0876
N 0.630 0.479 0.398 -0.3712
C 1.171 1.617 -0.048 0.1248
C 0.177 2.585 -0.641 0.7427
O 0.344 3.537 -1.305 -0.4776
O -1.061 2.094 -0.446 -0.4607
H 1.940 3.742 -1.243 0.3816
H 3.763 -0.206 0.763 0.5079
H 1.492 -1.264 0.960 0.2862
S -2.981 0.300 -1.730 0.0398
S -5.245 -0.806 -0.884 0.3275
S -4.827 -0.522 0.932 0.4354
S -2.883 0.208 1.428 -0.0993
Cl -2.559 -3.567 1.701 -0.0720
C -1.596 -3.809 0.303 0.0615
Cl -2.555 -3.891 -1.114 -0.0793
C -0.573 -2.678 0.226 0.3973
O 0.502 -2.799 0.683 -0.5647
O -1.123 -1.560 -0.284 -0.4246
H -1.003 -4.733 0.389 0.3829
```

Summary:
energy above the lowest of the compared OMol25 structures with the same formula, charge and spin = 14.9 kcal per mole
maximum force = 2.82 eV Å⁻¹
net charge = +2

***

5.
Here is a cluster of 5 separate species, CH11NO6 in total in a non-equilibrium geometry from OMol25. Energies are from ωB97M-V/def2-TZVPD.

```
19
Properties=species:S:1:pos:R:3:mulliken_charge:R:1
N -1.094 -1.939 2.356 -0.4099
C 0.228 -1.563 2.478 0.6436
O 0.704 -0.872 1.416 -0.4241
O 0.934 -1.801 3.423 -0.5631
H -1.503 -2.561 3.035 0.2258
H -1.608 -2.134 1.505 0.2161
H -0.086 -0.700 0.839 0.3363
H -3.105 2.488 -0.568 0.3324
H -1.777 2.999 -0.509 0.3106
O -2.572 2.989 0.061 -0.6462
H 0.949 1.297 -3.494 0.3033
H 1.497 0.788 -2.165 0.4285
O 0.820 1.381 -2.551 -0.7040
H -0.750 1.154 0.095 0.3236
H -0.067 0.639 -1.284 0.3776
O -0.519 0.383 -0.460 -0.7207
H 2.120 -1.065 -0.923 0.3347
H 3.376 -0.780 -1.486 0.3284
O 2.451 -0.701 -1.769 -0.6927
```

Summary:
energy above the lowest of the compared OMol25 structures with the same formula, charge and spin = 16.1 kcal per mole
SMILES string = NC(=O)O.O.O.O.O
maximum force = 1.82 eV Å⁻¹
net charge = 0

***

6.
Here is the molecule C9H10ClN in a non-equilibrium geometry from OMol25. Energies are from ωB97M-V/def2-TZVPD.

```
21
Properties=species:S:1:pos:R:3:mulliken_charge:R:1
C 1.639 0.386 2.614 -0.2712
C 1.663 1.362 1.617 -0.8749
C 0.925 -0.785 2.379 -0.5651
C 0.930 1.114 0.424 -0.2098
C 0.285 -1.003 1.175 -0.2754
C 0.344 -0.078 0.162 0.7993
C -1.376 -1.427 -1.328 -0.8163
C -0.422 -0.307 -1.093 0.9841
C -0.283 0.753 -2.198 -1.5918
N -2.422 -0.679 -0.672 -0.2738
Cl -3.484 0.097 -1.733 -0.1283
H 2.118 0.766 3.588 0.2520
H 2.093 2.270 1.760 0.4903
H 0.985 -1.605 3.133 0.3157
H 1.033 1.918 -0.257 0.3140
H -0.134 -2.100 0.942 0.0123
H -1.732 -1.438 -2.387 0.4050
H -1.307 -2.392 -0.856 0.3080
H -0.576 0.554 -3.251 0.3448
H 0.761 1.031 -2.098 0.4483
H -1.040 1.564 -1.919 0.3329
```

Summary:
energy above the lowest of the compared OMol25 structures with the same formula, charge and spin = 87.2 kcal per mole
maximum force = 4.63 eV Å⁻¹
net charge = 0

***

- The highest maximum force belongs to which entry?
  C45H63BrN5O11